{"formula": "C9H56NO20", "method": "ωB97M-V/def2-TZVPD", "species": ["C", "C", "C", "C", "C", "C", "N", "O", "C", "C", "C", "H", "H", "H", "H", "H", "H", "H", "H", "H", "H", "H", "H", "H", "H", "H", "H", "H", "H", "O", "H", "H", "O", "H", "H", "O", "H", "H", "O", "H", "H", "O", "H", "H", "O", "H", "H", "O", "H", "H", "O", "H", "H", "O", "H", "H", "O", "H", "H", "O", "H", "H", "O", "H", "H", "O", "H", "H", "O", "H", "H", "O", "H", "H", "O", "H", "H", "O", "H", "H", "O", "H", "H", "O", "H", "H"], "positions_angstrom": [[1.288, 1.974, -0.183], [0.198, 0.907, -0.269], [0.888, -0.299, -0.949], [0.234, -1.643, -0.739], [-0.137, -1.912, 0.698], [-0.890, -0.739, 1.347], [-0.158, 0.501, 1.092], [-0.781, 1.605, 1.715], [-0.895, -1.025, 2.845], [-2.347, -0.735, 0.845], [-1.010, 1.344, -1.120], [1.646, 2.216, -1.186], [2.099, 1.639, 0.455], [0.943, 2.918, 0.252], [1.918, -0.303, -0.581], [0.983, -0.076, -2.018], [0.828, -2.454, -1.167], [-0.661, -1.812, -1.361], [0.721, -2.223, 1.300], [-0.811, -2.777, 0.696], [-1.575, -1.840, 3.106], [-1.200, -0.162, 3.436], [0.099, -1.317, 3.180], [-2.766, -1.713, 1.113], [-2.430, -0.622, -0.234], [-2.980, -0.004, 1.348], [-1.369, 0.562, -1.799], [-0.630, 2.146, -1.761], [-1.871, 1.645, -0.533], [-3.687, -1.135, -3.882], [-4.074, -0.555, -4.544], [-2.908, -0.654, -3.578], [-0.535, 2.092, 4.579], [-0.549, 1.854, 3.628], [-1.367, 1.752, 4.915], [0.544, -2.744, 5.276], [1.464, -2.628, 5.011], [0.352, -1.970, 5.815], [2.181, 0.604, 2.768], [2.142, -0.354, 2.732], [1.283, 0.880, 2.468], [-2.796, 2.655, -4.090], [-2.740, 2.997, -3.176], [-3.658, 2.232, -4.136], [-3.208, 2.967, 1.972], [-2.455, 2.401, 1.699], [-3.943, 2.356, 2.064], [-2.697, -4.830, 1.132], [-3.332, -4.169, 1.424], [-2.688, -5.489, 1.832], [1.877, -4.320, -2.681], [1.149, -4.477, -3.288], [1.730, -3.424, -2.369], [0.362, 5.218, -1.758], [-0.152, 4.720, -1.117], [0.443, 6.095, -1.373], [4.323, 2.370, 2.810], [3.533, 1.835, 2.591], [4.000, 3.012, 3.447], [-2.854, 3.797, -1.533], [-3.743, 3.821, -1.166], [-2.280, 3.988, -0.784], [-1.014, 0.639, -4.792], [-1.551, 1.457, -4.726], [-0.436, 0.681, -4.020], [4.365, -0.877, -1.962], [3.890, -0.692, -1.145], [3.697, -0.760, -2.650], [-0.209, 4.441, 2.318], [0.732, 4.583, 2.183], [-0.342, 3.505, 2.086], [5.123, 2.274, 0.090], [5.470, 1.386, -0.029], [4.944, 2.366, 1.043], [0.176, -4.699, 3.134], [0.334, -4.062, 3.848], [0.434, -5.551, 3.500], [0.279, -1.969, -4.329], [-0.463, -1.350, -4.260], [0.068, -2.508, -5.098], [1.276, -5.122, 0.529], [0.937, -4.630, 1.296], [0.503, -5.280, -0.021], [2.315, 0.000, -4.059], [2.675, 0.236, -4.919], [1.750, -0.770, -4.229]], "de_lowest_kj_mol": 54.2, "gap_ev": 6.14, "total_energy_ev": -52684.145, "total_charge": -1, "homo_energy_ev": -4.12, "e_lumo_ev": 2.020}